A 2-piece molecular cluster, H3O3PS overall at a distorted geometry. Source: OMol25; level of theory: ωB97M-V/def2-TZVPD.

Geometry as XYZ:
```
8
Properties=species:S:1:pos:R:3:forces:R:3
O -2.8530 -0.5041 0.5928 -3.6 1.9 2.7
O 2.7266 -0.4152 -0.3929 -0.2 0.4 1.3
O -1.4748 1.6590 0.2762 1.1 0.6 -0.7
P -1.8276 -1.1180 -0.1714 4.3 -1.3 -3.1
S -0.5891 0.6139 -0.6196 0.3 -1.1 -0.2
H -2.1499 1.0210 0.4925 -2.1 0.0 1.3
H 2.7789 -0.2349 0.6089 0.6 -1.0 -2.6
H 3.3889 -1.0217 -0.7865 -0.4 0.6 1.3
```
Forces are in eV/Å.

Output
Energy above the lowest of the compared OMol25 structures with the same formula, charge and spin (kJ/mol): 368.85
SMILES: O=PSO.O



A 2-piece molecular cluster, H3O3PS overall at a distorted geometry. Source: OMol25; level of theory: ωB97M-V/def2-TZVPD.

Geometry as XYZ:
```
8
Properties=species:S:1:pos:R:3:forces:R:3
O 0.4215 -1.0169 -0.8213 -0.3 -0.1 0.2
O 0.6297 1.3664 0.4068 -0.2 1.4 -1.9
O 0.3576 -0.6472 1.6914 -0.4 0.2 -0.3
P -0.2226 -0.0045 0.3174 -1.0 0.1 -0.2
S -2.2727 1.1279 -1.7764 0.4 -0.2 0.5
H -0.2638 -1.6433 -1.1713 0.7 1.0 0.4
H 0.3150 2.1310 -0.2060 0.5 -2.2 1.4
H 1.0353 -1.3133 1.5594 0.2 -0.2 -0.1
```
Forces are in eV/Å.

Output
Energy above the lowest of the compared OMol25 structures with the same formula, charge and spin (kJ/mol): 401.30